No. 1
This record from the OMol25 dataset describes a single H3N3O2S molecule in a non-equilibrium geometry. The level of theory is ωB97M-V/def2-TZVPD.

Each line ends with the Löwdin spin population.
Positions of all 9 atoms, in Å:
S (1.89801, 0.15172, 0.07778)  0.04
O (2.64811, 0.64411, -1.05319)  0.04
O (2.03305, -1.59571, 0.30504)  0.10
N (0.30848, 0.22453, -0.47926)  0.81
N (-0.94907, 0.27964, 0.61947)  0.64
N (-2.08514, 0.59703, 0.12467)  0.35
H (1.14931, -2.04711, 0.25787)  0.00
H (-2.12892, 1.26868, -0.57903)  0.02
H (-2.87383, 0.47710, 0.72665)  0.01

DFT total energy: -714.4968 Eh
Spin multiplicity: 3
HOMO-LUMO gap (spin up / spin down): 0.336 / 0.262 hartree
Relative energy (zero: lowest compared OMol25 entry of this formula, charge and spin): 0.150 eV

=====

No. 2
This record from the OMol25 dataset describes a single C3H5O3 molecule in a non-equilibrium geometry. The level of theory is ωB97M-V/def2-TZVPD.

Each line ends with the Löwdin spin population.
Positions of all 11 atoms, in Å:
O (-1.32922, -1.84973, -0.31526)  0.45
O (0.17407, -2.08317, 1.39874)  0.24
O (0.84232, 1.76959, -0.84649)  0.02
C (-0.58033, -1.50817, 0.60306)  0.10
C (-0.42309, 0.07572, 0.62191)  0.17
C (0.62013, 0.44303, -0.43927)  0.01
H (1.53765, 0.04927, -0.06090)  0.00
H (0.18051, 2.12435, -1.44466)  0.00
H (-1.36367, 0.59071, 0.34001)  0.00
H (-0.11514, 0.47683, 1.56572)  0.01
H (0.45675, -0.08844, -1.42284)  0.00

DFT total energy: -342.9360 Eh
Spin multiplicity: 2
HOMO-LUMO gap (spin up / spin down): 0.431 / 0.251 hartree
Relative energy (zero: lowest compared OMol25 entry of this formula, charge and spin): 0.478 eV

=====

Repeat the second record exactly.
This record from the OMol25 dataset describes a single C3H5O3 molecule in a non-equilibrium geometry. The level of theory is ωB97M-V/def2-TZVPD.

Each line ends with the Löwdin spin population.
Positions of all 11 atoms, in Å:
O (-1.32922, -1.84973, -0.31526)  0.45
O (0.17407, -2.08317, 1.39874)  0.24
O (0.84232, 1.76959, -0.84649)  0.02
C (-0.58033, -1.50817, 0.60306)  0.10
C (-0.42309, 0.07572, 0.62191)  0.17
C (0.62013, 0.44303, -0.43927)  0.01
H (1.53765, 0.04927, -0.06090)  0.00
H (0.18051, 2.12435, -1.44466)  0.00
H (-1.36367, 0.59071, 0.34001)  0.00
H (-0.11514, 0.47683, 1.56572)  0.01
H (0.45675, -0.08844, -1.42284)  0.00

DFT total energy: -342.9360 Eh
Spin multiplicity: 2
HOMO-LUMO gap (spin up / spin down): 0.431 / 0.251 hartree
Relative energy (zero: lowest compared OMol25 entry of this formula, charge and spin): 0.478 eV

=====

Question: Among the records above, which one has the highest spin multiplicity?
Answer: H3N3O2S

=====

Question: relative energy (zero: lowest compared OMol25 entry of this formula, charge and spin) of number 1 (H3N3O2S)?
Answer: 0.150 eV

=====

Question: The lowest spin multiplicity belongs to which entry?
Answer: C3H5O3